Record 1
Below is an isolated ion of composition C5H12NO and charge +1, with properties calculated with ωB97M-V/def2-TZVPD.

Structure (XYZ):
```
19
Properties=species:S:1:pos:R:3
C 1.983 -0.027 0.972
N 0.847 0.816 0.862
C -0.304 0.603 0.337
C -1.452 1.478 0.509
C -0.562 -0.895 -0.214
C 0.000 -0.999 -1.726
O -0.015 -2.017 0.545
H 1.602 -1.087 0.935
H 2.546 0.132 0.017
H 2.819 0.018 1.694
H 1.063 1.653 1.340
H -1.169 2.277 1.238
H -2.268 0.912 0.795
H -1.738 1.841 -0.434
H -1.634 -1.082 -0.217
H 1.022 -1.094 -1.650
H -0.166 -0.028 -2.250
H -0.286 -1.850 -2.229
H -0.626 -2.730 0.141
```

Its total charge is +1. The frontier orbital gap is 10.463 eV. As for the LUMO energy: -4.42 eV. Its SMILES is C/[NH+]=C(/C)[C@@H](C)O. Its max |F| is 5.035 eV Å⁻¹. The molar mass is 102.16 Da. The spin multiplicity is 1.

Atom charges from the Mulliken analysis, given in e for atoms 1 to 6: number 1, C, carries -0.93; number 2, N, carries -0.11; number 3, C, carries 0.77; number 4, C, carries -1.30; number 5, C, carries -0.11; number 6, C, carries -1.21



Record 2
Below is C3H7BO3 in the gas phase, with properties calculated with ωB97M-V/def2-TZVPD.

Structure (XYZ):
```
14
Properties=species:S:1:pos:R:3
C 0.045 1.041 -1.351
C 0.261 -0.269 -0.564
C 1.850 -0.456 0.225
O 2.704 0.368 0.111
B -0.849 -0.450 0.647
O -1.795 0.487 0.696
O -0.690 -1.558 1.470
H 0.458 1.203 -2.354
H -0.941 1.567 -1.162
H 0.661 1.891 -0.805
H 0.253 -1.142 -1.140
H 1.902 -1.590 0.641
H -2.557 0.650 1.351
H -1.301 -1.744 2.235
```

Its total charge is 0. The frontier orbital gap is 9.142 eV. As for the LUMO energy: 0.11 eV. Its SMILES is C[C@@H](C=O)B(O)O. Its max |F| is 4.003 eV Å⁻¹. The molar mass is 101.90 Da. The spin multiplicity is 1.

Atom charges from the Mulliken analysis, given in e for atoms 1 to 6: number 1, C, carries -1.04; number 2, C, carries -0.17; number 3, C, carries 0.13; number 4, O, carries -0.44; number 5, B, carries 0.63; number 6, O, carries -0.56



Record 3
Below is a 22-piece molecular cluster, H44O22 overall, with properties calculated with ωB97M-V/def2-TZVPD.

Structure (XYZ):
```
66
Properties=species:S:1:pos:R:3
O -2.594 -15.077 7.112
H -2.092 -15.760 7.542
H -2.106 -14.324 7.447
O 2.675 -9.207 5.297
H 2.435 -9.965 5.904
H 2.485 -9.575 4.402
O 0.617 -12.826 7.185
H 0.126 -12.324 6.488
H 1.296 -12.225 7.522
O 3.188 -11.389 7.331
H 3.859 -11.058 7.984
H 3.679 -11.991 6.801
O -0.452 -11.513 5.119
H 0.135 -11.711 4.351
H -1.321 -11.879 4.924
O 1.175 -15.022 3.955
H 1.424 -14.243 3.488
H 0.339 -14.873 4.363
O 1.672 -11.321 2.888
H 1.456 -10.788 2.042
H 2.565 -11.651 2.650
O 0.848 -17.433 8.579
H 0.597 -18.379 8.556
H 1.849 -17.281 8.618
O 0.198 -14.700 9.399
H 0.547 -14.166 8.648
H 0.302 -15.607 9.069
O 5.374 -11.742 9.272
H 5.999 -11.017 9.549
H 5.534 -12.441 9.895
O 2.958 -17.012 5.811
H 2.360 -16.564 5.176
H 2.797 -16.604 6.674
O 5.634 -17.225 5.115
H 5.539 -17.375 4.148
H 4.682 -17.187 5.422
O 7.733 -16.134 6.426
H 8.351 -16.885 6.323
H 7.053 -16.442 5.823
O -1.671 -14.678 4.579
H -2.290 -15.140 3.976
H -1.987 -14.884 5.462
O 5.398 -14.271 11.169
H 5.875 -14.904 10.652
H 4.458 -14.281 10.881
O 6.329 -16.530 9.025
H 6.747 -16.342 8.150
H 6.934 -17.053 9.537
O 4.354 -11.734 2.962
H 4.084 -12.377 3.649
H 4.967 -11.248 3.548
O 2.487 -13.584 10.687
H 1.603 -14.012 10.570
H 2.395 -12.672 10.886
O 5.545 -14.159 7.183
H 6.299 -14.518 6.682
H 6.045 -13.443 7.652
O 3.261 -16.138 8.516
H 4.250 -16.093 8.459
H 3.098 -15.556 9.258
O 5.575 -10.135 4.939
H 4.693 -9.714 5.068
H 6.215 -9.438 4.966
O 3.359 -13.580 5.068
H 2.608 -14.161 5.183
H 4.044 -14.001 5.580
```

Its total charge is 0. The frontier orbital gap is 10.841 eV. As for the LUMO energy: 0.17 eV. Its max |F| is 2.756 eV Å⁻¹. The molar mass is 396.33 Da. The spin multiplicity is 1.

Atom charges from the Mulliken analysis, given in e for atoms 1 to 6: number 1, O, carries -0.75; number 2, H, carries 0.34; number 3, H, carries 0.33; number 4, O, carries -0.73; number 5, H, carries 0.35; number 6, H, carries 0.34



Record 4
Below is a 12-piece molecular cluster, C31H67N14O23P overall, with properties calculated with ωB97M-V/def2-TZVPD.

Structure (XYZ):
```
136
Properties=species:S:1:pos:R:3
C -1.842 1.866 3.352
C -1.818 0.677 3.438
C -1.504 -0.701 3.891
C -0.344 -1.375 3.104
C -0.568 -1.191 1.659
N -0.583 -0.997 0.522
P -0.533 -3.242 3.403
N 0.217 -4.128 2.328
C 1.106 -0.965 3.585
C 1.031 0.086 4.640
N 1.095 0.857 5.495
C 1.937 -0.339 2.423
C 1.540 1.116 2.077
C 2.495 2.192 2.645
C 2.552 3.483 1.817
C 1.176 4.158 1.613
C 0.436 3.698 0.315
C 0.371 4.771 -0.795
C 1.164 4.414 -2.070
C 0.877 2.992 -2.623
C 2.078 2.052 -2.278
C 2.414 1.039 -3.390
O 1.748 -2.171 3.937
C 2.448 -2.216 5.170
C 3.801 -1.467 5.182
H -1.772 2.927 3.308
H -2.412 -1.278 3.655
H -1.408 -0.760 4.977
H -1.928 -3.478 3.323
H -0.149 -3.526 4.720
H -0.481 -4.668 1.826
H 2.954 -0.282 2.831
H 1.996 -1.008 1.565
H 0.520 1.369 2.382
H 1.558 1.186 0.983
H 3.512 1.808 2.791
H 2.122 2.475 3.638
H 3.105 3.371 0.875
H 3.149 4.199 2.404
H 0.573 3.950 2.509
H 1.260 5.249 1.553
H -0.569 3.368 0.602
H 0.966 2.817 -0.051
H -0.674 4.929 -1.086
H 0.748 5.732 -0.422
H 2.235 4.590 -1.913
H 0.857 5.136 -2.840
H 0.639 2.966 -3.694
H 0.019 2.590 -2.069
H 2.985 2.606 -2.021
H 1.799 1.458 -1.394
H 2.635 1.558 -4.328
H 3.361 0.545 -3.091
H 1.681 0.236 -3.498
H 1.843 -1.988 6.057
H 2.727 -3.268 5.305
H 3.681 -0.419 5.475
H 4.252 -1.462 4.185
H 4.486 -2.003 5.842
C 0.795 6.348 -6.580
N 0.271 5.329 -5.634
O 0.669 4.189 -5.751
O -0.527 5.711 -4.801
H 1.491 5.867 -7.258
H -0.051 6.760 -7.121
H 1.293 7.114 -5.992
C -1.543 9.772 -9.477
N -0.957 8.623 -8.736
O -0.258 7.850 -9.355
O -1.222 8.540 -7.554
H -1.223 9.716 -10.511
H -2.623 9.693 -9.399
H -1.182 10.682 -9.006
C -5.046 1.847 4.934
N -5.975 2.514 5.888
O -5.507 2.943 6.920
O -7.140 2.581 5.561
H -4.047 1.860 5.353
H -5.396 0.828 4.797
H -5.081 2.402 4.001
C -2.040 -6.050 7.306
N -1.275 -5.286 6.289
O -1.254 -5.744 5.163
O -0.724 -4.268 6.662
H -2.459 -6.926 6.825
H -1.343 -6.336 8.088
H -2.822 -5.404 7.693
C 1.355 -7.474 3.779
N 1.970 -8.645 4.460
O 2.740 -9.329 3.827
O 1.651 -8.835 5.620
H 1.722 -7.426 2.762
H 0.277 -7.619 3.794
H 1.638 -6.583 4.331
C 3.388 -4.464 0.711
N 4.021 -5.641 1.368
O 4.785 -6.316 0.713
O 3.717 -5.839 2.526
H 3.745 -4.406 -0.312
H 2.311 -4.609 0.745
H 3.678 -3.582 1.275
C 4.251 -1.825 -5.464
N 4.983 -1.490 -4.214
O 5.392 -2.409 -3.533
O 5.118 -0.313 -3.957
H 4.207 -2.903 -5.561
H 3.248 -1.398 -5.386
H 4.798 -1.382 -6.292
C -3.264 4.218 -4.496
N -3.757 3.877 -3.134
O -4.960 3.876 -2.954
O -2.924 3.622 -2.293
H -4.118 4.419 -5.132
H -2.633 5.095 -4.407
H -2.699 3.366 -4.863
C -0.555 -2.139 -6.141
N 0.922 -2.057 -6.299
O 1.510 -3.060 -6.641
O 1.438 -0.981 -6.070
H -0.872 -3.149 -6.375
H -0.787 -1.887 -5.109
H -0.996 -1.422 -6.827
C -7.333 3.591 -6.424
N -6.411 4.280 -7.368
O -6.881 4.730 -8.389
O -5.244 4.342 -7.042
H -8.333 3.612 -6.841
H -6.980 2.570 -6.310
H -7.293 4.126 -5.479
C -1.154 -11.404 6.676
N -1.555 -10.023 6.299
O -1.626 -9.759 5.120
O -1.785 -9.249 7.207
H -0.982 -11.973 5.770
H -0.244 -11.328 7.265
H -1.965 -11.832 7.258
```

Its total charge is 0. The frontier orbital gap is 8.512 eV. As for the LUMO energy: -0.32 eV. Its SMILES is C#CC[C@](C#N)([PH2]=N)[C@](C#N)(CCCCCCCCCCC)OCC.C[N+](=O)[O-].C[N+](=O)[O-].C[N+](=O)[O-].C[N+](=O)[O-].C[N+](=O)[O-].C[N+](=O)[O-].C[N+](=O)[O-].C[N+](=O)[O-].C[N+](=O)[O-].C[N+](=O)[O-].C[N+](=O)[O-]. Its max |F| is 2.069 eV Å⁻¹. The molar mass is 1034.93 Da. The spin multiplicity is 1.

Atom charges from the Mulliken analysis, given in e for atoms 1 to 6: number 1, C, carries -0.33; number 2, C, carries -0.46; number 3, C, carries -1.17; number 4, C, carries 2.02; number 5, C, carries -0.65; number 6, N, carries -0.68



Record 5
Below is C30H48BrN3P2ReSe as an isolated structure, with properties calculated with ωB97M-V/def2-TZVPD.

Structure (XYZ):
```
86
Properties=species:S:1:pos:R:3
N 5.536 0.702 -1.745
C 5.183 -0.501 -1.279
C 3.847 -0.909 -1.225
C 2.853 -0.007 -1.631
C 3.238 1.207 -2.227
C 4.612 1.521 -2.235
C 1.414 -0.426 -1.551
Re -0.028 0.177 -0.087
P -2.258 -0.367 0.395
C 0.403 0.477 -2.126
C -0.689 -0.112 -2.941
C -1.495 0.787 -3.665
C -2.690 0.359 -4.217
C -3.083 -0.954 -3.927
C -2.207 -1.926 -3.454
C -0.981 -1.488 -2.935
Br -4.966 -1.405 -4.049
H 1.326 -1.510 -1.686
H 0.695 1.479 -2.435
H 3.585 -1.922 -0.926
H 2.534 1.887 -2.707
H 5.972 -1.172 -0.941
H 4.932 2.480 -2.662
H -1.168 1.823 -3.741
H -0.290 -2.207 -2.501
H -3.324 1.035 -4.774
H -2.474 -2.981 -3.434
P 0.426 2.177 0.830
C -2.486 -2.194 0.184
C -3.851 -2.681 -0.311
H -2.229 -2.665 1.148
H -1.707 -2.522 -0.526
H -3.829 -3.780 -0.362
H -4.672 -2.406 0.366
H -4.079 -2.321 -1.323
C -3.393 0.458 -0.795
C -4.865 0.622 -0.409
H -3.305 -0.099 -1.742
H -2.957 1.452 -1.002
H -5.379 1.121 -1.241
H -5.368 -0.339 -0.251
H -4.978 1.252 0.480
C -2.888 0.049 2.084
C -4.060 -0.778 2.623
H -3.151 1.121 2.069
H -2.024 -0.049 2.763
H -4.291 -0.426 3.638
H -4.972 -0.657 2.024
H -3.811 -1.844 2.692
C 0.737 2.479 2.639
C -0.395 2.121 3.592
H 0.966 3.559 2.707
H 1.649 1.923 2.907
H -0.191 2.600 4.558
H -1.373 2.490 3.258
H -0.472 1.039 3.771
C -0.876 3.466 0.526
C -1.133 3.719 -0.956
H -0.510 4.375 1.027
H -1.790 3.139 1.044
H -1.978 4.413 -1.061
H -0.265 4.179 -1.448
H -1.378 2.799 -1.509
C 1.909 3.106 0.212
C 3.243 2.614 0.767
H 1.742 4.161 0.486
H 1.906 3.052 -0.886
H 4.061 3.135 0.253
H 3.356 2.812 1.841
H 3.383 1.537 0.604
C 4.157 -0.783 2.416
N 3.551 -2.038 2.006
C 4.265 -3.207 1.759
C 3.364 -4.154 1.402
N 2.109 -3.558 1.426
C 0.863 -4.241 1.139
C 2.237 -2.232 1.709
Se 0.835 -0.960 1.867
H 4.120 -0.052 1.600
H 5.199 -1.000 2.657
H 3.644 -0.372 3.298
H 5.335 -3.230 1.846
H 3.481 -5.185 1.112
H 0.826 -4.523 0.079
H 0.793 -5.150 1.748
H 0.023 -3.576 1.379
```

Its total charge is +4. The expectation value of S² is 3.8357. The frontier orbital gap (alpha / beta) is 4.881 / 4.148 eV. As for the LUMO energy (alpha / beta): -14.44 / -15.25 eV. Its max |F| is 4.894 eV Å⁻¹. The molar mass is 857.75 Da. The spin multiplicity is 4.

Atom charges from the Mulliken analysis, given in e for atoms 1 to 6: number 1, N, carries -0.44; number 2, C, carries -0.73; number 3, C, carries -0.39; number 4, C, carries 0.77; number 5, C, carries -0.35; number 6, C, carries -0.76



Record 6
Below is C7H8O as an isolated structure, with properties calculated with ωB97M-V/def2-TZVPD.

Structure (XYZ):
```
16
Properties=species:S:1:pos:R:3
C -1.460 -2.220 -0.421
C 0.028 -0.303 -0.430
C 0.400 0.705 -1.274
C 0.901 1.793 -0.640
C 1.102 1.906 0.670
C 0.763 0.916 1.526
C 0.207 -0.319 0.994
H -0.895 -2.722 0.490
H -1.837 -3.028 -1.158
H -2.226 -1.434 0.007
H 0.244 0.580 -2.293
H 1.142 2.895 -1.403
H 1.423 3.076 0.976
H 0.793 0.763 2.526
H -0.132 -1.147 1.569
O -0.453 -1.463 -1.138
```

Its total charge is 0. The frontier orbital gap is 9.847 eV. As for the LUMO energy: 0.95 eV. Its max |F| is 7.360 eV Å⁻¹. The molar mass is 108.14 Da. The spin multiplicity is 1.

Atom charges from the Mulliken analysis, given in e for atoms 1 to 6: number 1, C, carries -0.65; number 2, C, carries 0.76; number 3, C, carries -0.74; number 4, C, carries 0.20; number 5, C, carries -0.55; number 6, C, carries -0.34



Record 7
Below is a 3-piece molecular cluster, C19H34ClN2O10P overall, with properties calculated with ωB97M-V/def2-TZVPD.

Structure (XYZ):
```
67
Properties=species:S:1:pos:R:3
C -0.959 0.288 1.197
C 0.312 0.312 0.583
C 1.703 0.343 -0.346
C 2.794 -0.582 0.456
C 4.196 -0.858 -0.361
O 5.055 -1.751 0.207
Cl 4.723 -0.037 -1.940
O 1.414 -0.083 -1.724
C 0.963 -1.481 -1.798
O 1.863 -2.491 -1.963
C -0.625 -1.977 -1.755
O -1.007 -2.511 -0.413
C -2.409 -2.962 -0.408
C -3.349 -2.163 0.714
O -4.481 -2.969 1.198
C -5.769 -2.513 0.649
C -6.276 -1.051 1.257
O -7.599 -0.745 0.622
C -7.450 0.387 -0.315
C -8.878 0.513 -1.161
P 2.277 2.204 -0.284
O 1.407 2.909 1.095
O 3.960 2.314 0.202
H -2.123 0.426 1.409
H 3.106 -0.067 1.481
H 2.327 -1.641 0.725
H -0.762 -2.857 -2.515
H -1.386 -1.134 -2.036
H -2.427 -4.143 -0.248
H -2.916 -2.749 -1.467
H -3.641 -1.142 0.220
H -2.697 -1.892 1.677
H -6.631 -3.282 0.948
H -5.723 -2.469 -0.526
H -6.417 -1.069 2.423
H -5.529 -0.223 0.902
H -7.202 1.348 0.307
H -6.586 0.224 -1.121
H -8.903 1.474 -1.839
H -9.756 0.618 -0.375
H -8.970 -0.426 -1.853
H 1.751 2.373 1.892
H 3.972 3.123 0.826
C -0.472 5.420 -1.594
N -1.053 4.457 -0.689
C -2.372 4.247 -0.413
C -3.388 5.103 -1.115
O -2.696 3.376 0.392
H 0.110 4.874 -2.341
H 0.198 6.064 -1.018
H -1.225 6.030 -2.093
H -0.432 3.841 -0.177
H -4.393 4.816 -0.791
H -3.231 6.155 -0.863
H -3.320 4.955 -2.196
C 10.628 -2.102 0.844
N 10.047 -3.065 1.749
C 8.728 -3.275 2.025
C 7.712 -2.419 1.323
O 8.404 -4.146 2.830
H 11.210 -2.648 0.097
H 11.298 -1.458 1.420
H 9.875 -1.491 0.345
H 10.668 -3.681 2.261
H 6.707 -2.706 1.647
H 7.869 -1.367 1.575
H 7.780 -2.567 0.242
```

Its total charge is 0. The frontier orbital gap is 8.502 eV. As for the LUMO energy: -0.63 eV. Its SMILES is C#C[C@@](CC(=O)Cl)(OC(=O)COCCOCCOCC)P(O)O.CNC(C)=O.CNC(C)=O. Its max |F| is 9.881 eV Å⁻¹. The molar mass is 516.91 Da. The spin multiplicity is 1.

Atom charges from the Mulliken analysis, given in e for atoms 1 to 6: number 1, C, carries -0.85; number 2, C, carries -0.26; number 3, C, carries 0.99; number 4, C, carries -0.45; number 5, C, carries 0.23; number 6, O, carries -0.48



Copy entry 6 word for word.
Below is C7H8O as an isolated structure, with properties calculated with ωB97M-V/def2-TZVPD.

Structure (XYZ):
```
16
Properties=species:S:1:pos:R:3
C -1.460 -2.220 -0.421
C 0.028 -0.303 -0.430
C 0.400 0.705 -1.274
C 0.901 1.793 -0.640
C 1.102 1.906 0.670
C 0.763 0.916 1.526
C 0.207 -0.319 0.994
H -0.895 -2.722 0.490
H -1.837 -3.028 -1.158
H -2.226 -1.434 0.007
H 0.244 0.580 -2.293
H 1.142 2.895 -1.403
H 1.423 3.076 0.976
H 0.793 0.763 2.526
H -0.132 -1.147 1.569
O -0.453 -1.463 -1.138
```

Its total charge is 0. The frontier orbital gap is 9.847 eV. As for the LUMO energy: 0.95 eV. Its max |F| is 7.360 eV Å⁻¹. The molar mass is 108.14 Da. The spin multiplicity is 1.

Atom charges from the Mulliken analysis, given in e for atoms 1 to 6: number 1, C, carries -0.65; number 2, C, carries 0.76; number 3, C, carries -0.74; number 4, C, carries 0.20; number 5, C, carries -0.55; number 6, C, carries -0.34



Question: Look up the total charge of the sixth one.
Answer: 0



Question: The highest total charge belongs to which entry?
Answer: C30H48BrN3P2ReSe